1.
{
  "formula": "CH6NOP2",
  "method": "ωB97M-V/def2-TZVPD",
  "elements": ["C", "N", "O", "P", "P", "H", "H", "H", "H", "H", "H"],
  "positions_angstrom": [[-1.3898, 0.6148, 0.0216], [-2.5344, 0.7705, -0.4421], [3.0646, -0.4879, -0.3812], [1.9529, 0.4206, 0.0599], [-0.3063, -1.1085, 0.1392], [-0.7200, 1.3363, 0.3486], [-3.1565, -0.0595, -0.6262], [2.5325, 1.4897, 0.7934], [1.7638, 1.4851, -0.8870], [-1.5465, -1.6435, -0.4742], [0.0712, -0.7653, -1.1862]],
  "atomic_forces_ev_per_a": [[0.74, -4.17, -0.01], [-1.77, 0.52, 0.13], [0.76, -1.04, -0.50], [-0.25, 1.33, 0.61], [-2.13, 1.22, -1.17], [0.70, 2.22, 0.27], [1.62, 0.61, 0.10], [0.35, 0.31, 0.93], [-0.36, 0.00, -0.80], [0.06, -0.48, 0.34], [0.29, -0.53, 0.09]],
  "mulliken_charge": [-0.21, -0.64, -0.68, -0.07, -0.09, 0.45, 0.27, -0.01, -0.02, -0.05, 0.05],
  "largest_force_ha_per_bohr": 0.082,
  "total_energy_ev": -23247.854,
  "lumo_energy_ha": 0.1570,
  "charge": -1,
  "homo_energy_ev": -2.850
}


2.
{
  "formula": "C5H26NO6S",
  "method": "ωB97M-V/def2-TZVPD",
  "elements": ["C", "C", "C", "C", "S", "C", "N", "H", "H", "H", "H", "H", "H", "H", "H", "H", "H", "H", "H", "H", "H", "H", "H", "O", "H", "H", "O", "H", "H", "O", "H", "H", "O", "H", "H", "O", "H", "H", "O"],
  "positions_angstrom": [[2.1083, 1.2598, 1.3763], [0.6002, 1.0258, 1.4601], [-0.2296, 2.2176, 1.0954], [-1.6158, 2.2511, 1.6296], [-2.8601, 1.2726, 0.6899], [-4.1554, 2.0412, -0.2930], [0.1578, 0.0367, 0.2900], [2.7516, 0.4818, 1.0912], [2.6302, 1.6461, 2.2100], [2.2666, 2.0429, 0.6469], [0.4479, 0.6357, 2.5034], [0.2880, 3.1759, 1.5648], [-0.0012, 2.4623, 0.0475], [-1.7736, 1.7345, 2.6177], [-1.9547, 3.3522, 1.7695], [-5.1383, 1.4785, -0.2917], [-3.8864, 2.0223, -1.3237], [-4.2957, 3.0386, -0.0641], [-0.5637, -0.5746, 0.5720], [0.0951, 0.3913, -0.5714], [1.0386, -0.5859, 0.2665], [0.9148, -2.8475, -3.5670], [1.1057, -3.7094, -2.3723], [0.5117, -3.6138, -3.0885], [-0.5102, 3.2446, -3.9473], [0.0130, 4.2470, -2.8425], [-0.2834, 3.3435, -3.0543], [-1.1328, -2.1142, 2.4828], [-0.7938, -2.8825, 1.2213], [-0.5381, -2.1209, 1.7365], [-2.4977, -4.1287, -0.4567], [-1.9710, -3.6754, -1.5877], [-1.8896, -3.5700, -0.6201], [4.0979, 0.0776, -1.0721], [4.7649, -1.1418, -0.6516], [3.9384, -0.6593, -0.4682], [3.3342, -3.8408, -0.1290], [2.5592, -3.9952, 1.0408], [2.4671, -4.0194, 0.0892]],
  "atomic_forces_ev_per_a": [[-0.70, 1.41, -1.44], [0.27, -0.39, -0.24], [2.60, 3.50, 1.74], [-2.82, 1.85, 0.40], [-0.03, -1.87, 0.17], [-0.59, -1.35, -0.86], [5.53, -2.91, 5.64], [0.29, -1.72, -0.58], [-0.37, 0.46, 1.63], [0.15, 0.23, -0.57], [-0.81, -0.32, -1.43], [-0.76, -1.90, -0.43], [-0.97, -0.23, -0.03], [0.82, 0.78, -0.79], [0.41, -1.91, -0.23], [1.28, 0.46, 0.85], [0.53, -0.01, -0.83], [-0.53, 2.03, 0.82], [-1.60, -1.04, 0.37], [-0.84, 2.40, -4.01], [-1.77, 0.54, -0.26], [-0.70, -1.01, 0.31], [0.90, -0.53, 1.50], [-0.26, 1.53, -1.69], [-0.36, 0.32, -1.93], [-0.34, -0.60, -0.73], [0.72, 0.24, 2.73], [-0.28, -0.03, 0.39], [-0.22, -0.54, -0.60], [0.36, 0.51, 0.12], [-7.03, -6.41, 3.22], [1.10, 0.81, 0.09], [6.07, 5.62, -3.19], [-0.45, 0.29, 0.09], [-0.46, -0.25, 0.48], [0.91, -0.05, -0.65], [3.00, 0.55, -1.44], [-0.62, -0.18, 0.57], [-2.45, -0.32, 0.81]],
  "mulliken_charge": [-1.62, 0.60, -0.76, -0.73, -0.09, -0.89, -0.19, 0.50, 0.41, 0.35, 0.23, 0.38, 0.31, 0.26, 0.39, 0.29, 0.30, 0.33, 0.28, 0.34, 0.32, 0.30, 0.30, -0.62, 0.30, 0.31, -0.61, 0.29, 0.28, -0.60, 0.22, 0.30, -0.52, 0.31, 0.30, -0.60, 0.27, 0.29, -0.55],
  "de_lowest_kj_mol": 96.04,
  "largest_force_ha_per_bohr": 0.195,
  "total_energy_ev": -30209.008,
  "lumo_energy_ha": -0.0909,
  "charge": 1,
  "homo_energy_ev": -11.346
}